[1]
{"formula": "C2H4Cl2S", "method": "ωB97M-V/def2-TZVPD", "smiles": "CC(S)(Cl)Cl", "lumo_ha": 0.0230, "de_lowest_kcal_mol": 18.1, "charge": 0, "species": ["C", "C", "S", "Cl", "Cl", "H", "H", "H", "H"], "coordinates": [[0.12622, 0.42069, 0.47323], [0.76272, 1.03806, -0.81751], [-0.12912, 0.34549, -2.38452], [2.49285, 0.67889, -0.93459], [0.48669, 2.78418, -0.78984], [-0.70925, 1.14866, 0.71081], [0.03110, -0.59568, 0.44094], [0.74175, 0.55708, 1.28546], [0.18090, -0.95747, -1.89757]], "forces_ev_per_angstrom": [[-0.661, 4.277, -1.582], [-1.242, -1.159, -0.346], [1.217, -1.101, 2.211], [0.060, 0.006, 0.073], [0.182, 0.167, -0.168], [0.151, -1.846, -0.421], [-1.202, -2.545, -0.574], [2.017, 0.696, 1.753], [-0.522, 1.505, -0.946]], "lowdin_charge": [-0.209, -1.564, 0.598, 0.546, 0.559, 0.089, 0.034, 0.035, -0.088]}

=====

[2]
{"formula": "C5H15N2P2Si", "method": "ωB97M-V/def2-TZVPD", "lumo_ha": -0.1596, "de_lowest_kcal_mol": 8.2, "charge": 1, "species": ["C", "C", "C", "C", "C", "N", "N", "Si", "P", "P", "H", "H", "H", "H", "H", "H", "H", "H", "H", "H", "H", "H", "H", "H", "H"], "coordinates": [[-1.46688, 1.22668, 1.15818], [-1.01477, 0.07435, 0.30067], [1.44480, 2.08276, -0.05420], [-0.11220, 1.21316, -2.48008], [1.68363, -0.88698, -1.17424], [-2.03771, -1.98974, 1.99173], [0.42467, -2.27576, 1.85651], [0.64795, 0.55753, -0.82151], [-1.20180, 0.95359, 2.82690], [-0.72958, -1.00912, 1.77665], [-2.15656, 1.94236, 0.78803], [-1.81628, -0.31430, -0.37480], [1.58893, 2.30147, 1.00994], [2.43148, 2.40256, -0.56611], [0.69403, 2.79942, -0.49989], [0.57413, 1.55622, -3.25243], [-0.70270, 0.46731, -2.84401], [-0.77951, 2.05566, -2.34344], [1.88021, -1.53832, -0.37766], [1.28250, -1.54946, -1.98278], [2.73097, -0.53548, -1.59699], [-1.97515, -2.99682, 1.77911], [-2.99298, -1.64253, 1.98862], [0.18737, -2.73300, 1.00736], [1.41547, -2.16155, 1.88443]], "forces_ev_per_angstrom": [[0.150, -2.335, 1.330], [1.132, 0.101, -0.871], [0.609, 1.113, -1.269], [1.561, 1.482, 1.902], [1.949, -0.206, -2.659], [-0.469, -0.768, -0.208], [-1.418, 1.682, 0.171], [-1.365, 1.738, -0.654], [0.477, -0.203, -0.763], [-0.450, 0.195, 0.329], [-0.172, 1.021, -0.424], [0.679, 0.211, 0.342], [-0.296, -0.374, -0.212], [-1.473, -0.838, 0.624], [0.720, -0.171, 0.850], [0.369, -0.314, 0.124], [-1.586, -2.265, -1.380], [-0.172, 0.291, 0.424], [0.492, -0.800, 1.330], [0.064, 0.676, 0.512], [-2.045, -0.529, 0.916], [0.068, 0.910, 0.348], [0.414, 0.057, -0.030], [0.167, -1.295, -0.929], [0.592, 0.621, 0.198]], "lowdin_charge": [-0.533, -0.497, -0.194, -0.159, -0.203, -0.129, -0.084, 0.541, 0.873, 0.644, 0.054, 0.096, 0.021, 0.074, 0.038, 0.049, -0.016, 0.034, -0.030, 0.060, 0.104, 0.086, 0.077, 0.034, 0.057]}

=====

[3]
{"formula": "C2H14O5", "method": "ωB97M-V/def2-TZVPD", "smiles": "CCO.O.O.O.O", "lumo_ha": 0.0172, "de_lowest_kcal_mol": 34.8, "charge": 0, "species": ["C", "O", "C", "H", "H", "H", "H", "H", "H", "H", "H", "O", "H", "H", "O", "H", "H", "O", "H", "H", "O"], "coordinates": [[-0.11981, -0.58657, 1.51169], [1.25405, -0.76137, 1.05517], [0.03784, 0.24598, 2.75626], [-0.50913, -0.09904, 0.60020], [-0.76035, -1.39362, 1.73924], [1.66219, -1.45991, 1.54489], [0.21205, -0.41893, 3.60517], [0.69881, 1.02623, 2.61471], [-0.86244, 0.88688, 3.09287], [0.03573, -2.01557, -1.16760], [0.07526, -2.93147, -2.36883], [-0.22668, -2.90607, -1.50182], [-1.68784, 2.36762, -1.27281], [-2.67420, 2.01963, -0.11182], [-2.23320, 2.70685, -0.54594], [0.16369, 1.28250, -2.44275], [-0.88623, 1.20094, -3.49847], [-0.73327, 1.14428, -2.55778], [1.87312, 0.03731, -0.28413], [2.78513, -0.39412, -1.45211], [1.89528, 0.04844, -1.31616]], "forces_ev_per_angstrom": [[1.129, 2.715, -1.051], [-0.954, -1.040, 0.224], [-3.759, 0.438, 1.216], [-0.459, 0.261, 0.829], [0.035, -1.780, -0.183], [0.546, -0.665, 0.473], [0.567, 0.293, -0.025], [2.124, 1.089, -0.156], [0.625, -1.412, -0.743], [-0.168, -0.923, -0.466], [0.850, -0.025, -2.448], [-0.577, 1.050, 2.931], [-0.329, -0.454, 0.241], [-0.782, -1.750, 0.624], [1.090, 2.122, -0.883], [3.111, 0.207, 0.526], [-0.137, 0.023, -0.319], [-2.877, -0.281, -0.087], [-0.395, -0.095, -2.344], [-1.595, 0.829, -0.134], [1.954, -0.601, 1.778]], "lowdin_charge": [-0.248, -0.115, -0.088, 0.119, 0.102, 0.092, 0.079, 0.044, 0.109, 0.030, -0.011, -0.045, -0.004, -0.009, -0.051, -0.018, 0.054, -0.014, 0.042, 0.064, -0.132]}

=====

[4]
{"formula": "C26H22Cl3N4O2PtS3", "method": "ωB97M-V/def2-TZVPD", "lumo_ha": -0.1702, "de_lowest_kcal_mol": 50.0, "charge": 1, "species": ["Pt", "C", "C", "N", "N", "C", "S", "S", "C", "C", "C", "C", "C", "C", "C", "C", "C", "C", "C", "C", "C", "O", "H", "H", "H", "H", "H", "H", "H", "H", "H", "H", "H", "H", "H", "H", "Cl", "C", "C", "C", "Cl", "C", "O", "C", "Cl", "C", "H", "H", "C", "N", "C", "C", "N", "C", "S", "H", "H", "H", "H", "H", "H"], "coordinates": [[-0.34000, 0.68735, 0.34576], [1.67968, 0.82613, 4.20311], [1.08679, 1.30380, 2.91009], [0.28770, 0.54824, 2.21575], [-0.19104, -0.65105, 2.75435], [0.53422, -1.66468, 2.53537], [2.03539, -1.70564, 1.63152], [0.03552, -3.19751, 3.24557], [-0.69339, -3.96221, 1.76944], [-1.70592, -3.13626, 1.00200], [-2.47903, -2.13207, 1.58002], [-3.39408, -1.42380, 0.81679], [-3.61275, -1.75639, -0.51077], [-2.86557, -2.77305, -1.09058], [-1.90393, -3.43996, -0.34163], [1.38280, 2.65726, 2.49300], [2.50319, 3.34217, 2.97468], [2.70755, 4.66511, 2.65489], [1.77978, 5.35522, 1.85754], [0.66364, 4.71964, 1.37434], [0.43706, 3.34601, 1.66581], [-0.63004, 2.74439, 1.27306], [2.71995, 0.53411, 4.04336], [1.14658, -0.03212, 4.60112], [1.65647, 1.62303, 4.94143], [-1.15535, -4.86054, 2.18750], [0.10862, -4.28803, 1.10557], [-2.37950, -1.91533, 2.63374], [-4.01139, -0.67180, 1.29139], [-4.37835, -1.24742, -1.08150], [-3.03957, -3.05339, -2.12240], [-1.31044, -4.22371, -0.80084], [3.23844, 2.83107, 3.58392], [3.58343, 5.17583, 3.03008], [1.95346, 6.39753, 1.62395], [-0.08199, 5.22461, 0.77560], [-2.86151, 4.40549, -5.57724], [-2.24495, 3.27445, -4.41758], [-2.72324, 3.28626, -3.12273], [-2.18980, 2.39386, -2.21274], [-2.76211, 2.43372, -0.58540], [-1.20138, 1.45354, -2.52160], [-0.70663, 0.55299, -1.63328], [-0.77602, 1.47786, -3.85867], [0.43239, 0.35447, -4.41951], [-1.27075, 2.37144, -4.79136], [-3.49909, 3.97435, -2.82084], [-0.88922, 2.35917, -5.80194], [3.65083, -2.90465, -0.92962], [2.30898, -2.72742, -1.48344], [1.73864, -3.56547, -2.41991], [0.52330, -3.05449, -2.72187], [0.36871, -1.93084, -1.95901], [1.43960, -1.73989, -1.21274], [1.69142, -0.39506, -0.09829], [4.32121, -3.19590, -1.73354], [3.64143, -3.67417, -0.16111], [3.99297, -1.96569, -0.50298], [2.25625, -4.43220, -2.79038], [-0.22892, -3.38491, -3.41448], [-0.38004, -1.21346, -1.98281]], "forces_ev_per_angstrom": [[1.590, 1.632, 0.652], [-0.245, -0.203, 0.063], [0.033, 0.713, 0.166], [-0.177, -0.232, 0.380], [0.564, 0.194, 0.462], [-0.791, -0.157, 0.089], [0.315, 0.385, -0.841], [0.082, 0.035, 0.072], [-0.059, -0.026, -0.099], [0.034, -0.021, 0.014], [0.089, -0.153, 0.034], [-0.358, -0.148, 0.142], [0.087, -0.033, -0.125], [0.068, 0.045, 0.027], [0.000, 0.035, -0.048], [-0.272, -0.139, -0.535], [0.307, 0.451, -0.011], [0.195, -0.118, 0.169], [-0.073, -0.262, 0.049], [-0.136, -0.337, 0.140], [0.602, -0.382, 0.420], [-1.019, -0.514, -1.289], [0.009, 0.033, -0.020], [-0.008, -0.004, 0.040], [0.038, 0.024, -0.036], [0.004, -0.013, -0.054], [-0.015, -0.036, -0.014], [0.038, 0.064, 0.008], [0.092, 0.086, -0.030], [0.064, 0.052, -0.016], [-0.006, -0.006, -0.002], [-0.038, -0.052, 0.009], [-0.030, 0.007, 0.032], [0.007, 0.008, -0.030], [-0.027, 0.010, -0.013], [0.037, 0.037, -0.025], [0.021, -0.080, 0.058], [-0.058, 0.120, -0.087], [0.051, -0.031, -0.015], [-0.004, -0.187, 0.372], [-0.400, -0.075, 0.051], [0.197, -0.224, 0.185], [-0.600, 0.394, -1.093], [0.094, -0.090, 0.133], [0.033, -0.108, 0.243], [0.049, -0.047, -0.076], [0.031, 0.020, 0.036], [-0.014, -0.016, -0.002], [-0.040, -0.033, 0.013], [0.118, 0.005, -0.096], [0.149, 0.101, 0.147], [-0.151, 0.141, -0.066], [-0.458, 0.312, -0.038], [0.488, -0.267, -0.172], [-0.501, -1.033, 0.723], [0.001, 0.032, -0.015], [-0.020, 0.012, 0.014], [0.030, 0.013, -0.040], [-0.010, -0.013, 0.007], [-0.006, 0.012, -0.016], [0.000, 0.068, -0.044]], "lowdin_charge": [0.993, 0.004, -0.253, -0.227, -0.003, -1.029, 0.741, 0.952, -0.403, -0.282, -0.069, -0.071, -0.072, -0.083, -0.073, -0.129, -0.047, -0.085, -0.062, 0.005, -0.367, -0.225, 0.099, 0.079, 0.103, 0.093, 0.073, 0.098, 0.115, 0.114, 0.108, 0.108, 0.111, 0.103, 0.111, 0.119, 0.695, -0.667, -0.120, -0.568, 0.772, -0.408, -0.418, -0.567, 0.707, -0.136, 0.113, 0.109, -0.010, -0.091, 0.005, -0.030, 0.100, -0.591, 0.769, 0.110, 0.099, 0.075, 0.144, 0.142, 0.116]}

=====

Question: What is the formula in the third record?
Answer: C2H14O5